(1)
DFT (ωB97M-V/def2-TZVPD) results for a 12-piece molecular cluster, C11H44N22O15S overall.

Properties
Spin multiplicity ... 1
Net charge ... -2
ΔE to the lowest compared entry with this formula, charge and spin ... 669.4 kJ/mol
HOMO-LUMO gap ... 9.349 eV
E_LUMO ... 3.97 eV

The geometry in XYZ format:
```
93
Properties=species:S:1:pos:R:3:forces:R:3
S 0.0024 -0.1423 0.2699 2.03 -0.84 0.29
O 0.7195 -0.9710 -0.6862 1.46 0.06 -1.65
O 0.8816 0.9549 0.7248 -0.60 -0.35 -0.07
O -1.1993 0.3564 -0.3453 -0.91 1.02 -0.36
O -0.3381 -1.0612 1.3225 -0.39 -0.08 2.31
C -3.7137 -0.5317 2.5044 -4.56 1.02 2.77
O -4.7669 -0.5457 3.1411 -0.29 -0.76 0.01
N -3.5391 0.1773 1.4274 0.18 2.39 -4.14
N -2.5748 -0.9959 2.8600 3.87 -2.50 1.71
H -4.3033 0.4559 0.8287 0.09 -0.13 0.37
H -2.6466 -0.0126 0.9945 -0.71 0.55 -0.86
H -2.4031 -1.6449 3.6146 -0.28 0.41 -0.23
H -1.8465 -0.6985 2.2265 0.76 -0.96 1.11
C 3.9566 -2.0707 -3.7778 0.16 -0.65 1.31
O 4.6105 -1.8836 -4.7273 2.69 1.32 -5.26
N 2.7515 -1.7159 -3.5748 -6.85 2.58 -0.04
N 4.4307 -2.7328 -2.7749 2.98 -2.77 3.29
H 2.1932 -1.2684 -4.2877 0.38 -0.18 -0.12
H 2.2377 -1.8542 -2.7163 0.48 -0.08 -0.05
H 4.0089 -2.7502 -1.8574 0.32 0.23 -0.16
H 5.4297 -2.7917 -2.9116 -0.02 -0.38 0.89
C -2.7168 3.1502 -0.9087 -1.96 2.09 -0.63
O -3.4190 4.1199 -1.1516 -0.72 0.76 -0.27
N -1.5978 3.2223 -0.2687 3.11 0.87 2.11
N -2.9870 1.9289 -1.2789 -2.00 -3.09 -1.91
H -1.1578 2.3478 -0.0202 0.50 0.53 0.07
H -1.4010 4.0971 0.1961 0.44 -0.30 -0.13
H -2.4153 1.1761 -0.9230 -0.64 0.05 -0.15
H -3.9158 1.7546 -1.6355 0.25 0.01 0.06
C -0.1945 -4.4274 1.8996 0.88 -0.94 -2.05
O 0.0262 -5.5865 2.0415 0.41 -3.62 0.12
N -0.1037 -3.7522 0.7609 0.69 0.50 -4.39
N -0.5113 -3.6146 2.8271 -1.41 4.07 4.68
H 0.1310 -4.1945 -0.1162 -0.05 -0.48 0.54
H -0.1880 -2.7528 0.6420 -0.17 -0.19 0.61
H -0.3685 -2.6589 2.5334 -0.41 0.26 0.91
H -0.5555 -3.8472 3.8090 0.20 -0.16 -0.46
C 4.2059 -0.5893 -0.0828 2.72 -2.85 1.61
O 5.4004 -0.6162 0.1954 0.24 0.21 -0.23
N 3.3831 -1.6209 0.0383 0.17 -3.23 -0.02
N 3.4954 0.3773 -0.4765 -1.19 6.36 -1.82
H 3.8703 -2.4752 0.2683 -1.00 -0.16 0.51
H 2.4117 -1.3456 0.0636 -0.16 -1.56 0.09
H 2.5223 0.2520 -0.7162 0.29 0.56 0.05
H 3.9032 1.2735 -0.2519 -0.59 0.33 -0.54
C 3.1218 -0.0803 3.6810 2.76 3.05 1.02
O 3.8892 -0.0003 4.6642 -1.51 -0.74 -0.94
N 2.7911 -1.1496 2.9918 -0.54 -3.64 0.64
N 2.6943 0.9909 2.9871 -0.27 1.20 0.35
H 2.1557 -1.0755 2.2102 0.05 -0.35 0.38
H 2.7548 -1.9515 3.6048 -0.12 -0.49 -0.67
H 1.9546 0.7757 2.3339 0.28 1.15 -0.18
H 2.9884 1.9164 3.2645 -0.40 -0.19 -0.20
C 0.8440 2.3381 -3.3354 2.96 3.40 -3.55
O 1.5668 3.0320 -4.0557 0.47 0.46 -0.41
N -0.2925 2.7373 -2.9297 -4.77 1.38 1.40
N 1.1969 1.1777 -2.9570 1.83 -5.52 1.66
H -0.7288 3.4669 -3.4752 -0.10 -0.07 0.52
H -0.8411 2.0546 -2.4267 -0.55 0.66 -0.13
H 0.4939 0.5446 -2.6034 0.45 -0.16 -0.05
H 2.0031 0.7883 -3.4245 -0.03 -0.01 0.36
C -4.4264 -2.4158 -0.7990 -3.97 0.56 -1.05
O -5.2567 -2.8714 -0.0891 -5.03 -1.76 1.59
N -4.6030 -1.7744 -1.9480 -0.30 1.00 -2.36
N -3.2761 -2.4106 -0.3380 8.54 0.27 1.85
H -5.4956 -1.7289 -2.4183 0.44 -0.14 0.21
H -3.7621 -1.3419 -2.3029 -0.55 0.03 -0.53
H -2.4950 -2.1927 -0.9401 0.30 0.07 0.67
H -3.2112 -2.5163 0.6644 0.52 -0.31 -0.34
C -1.1852 -1.8052 -3.3728 1.15 -0.36 1.13
O -1.5609 -2.2011 -4.4002 -2.47 -1.75 -5.65
N -0.2400 -2.4093 -2.7004 2.76 -1.53 2.13
N -1.6861 -0.7563 -2.7595 -1.43 2.49 0.95
H 0.1661 -1.8861 -1.9379 0.19 -0.41 0.32
H 0.2843 -3.1899 -3.0689 -0.48 0.27 -0.30
H -2.3411 -0.2143 -3.3048 0.36 0.26 0.22
H -1.2231 -0.3959 -1.9374 -0.61 0.32 -0.02
C -1.2333 2.5353 3.5387 -1.17 0.12 0.75
O -1.4369 2.7687 4.7048 0.82 -0.32 2.16
N -1.8586 3.2332 2.6234 -1.56 1.45 -3.53
N -0.4801 1.5623 3.0089 1.13 -1.59 1.14
H -2.6170 3.8796 2.7881 0.35 -0.33 0.63
H -1.9076 2.7913 1.7166 -0.25 0.40 0.21
H -0.1887 1.4589 2.0474 -0.28 0.24 0.31
H 0.0157 1.0023 3.6876 -0.02 0.03 -0.19
C 1.5777 4.3609 0.8339 -0.26 -1.49 1.67
O 1.8707 5.5117 0.7949 0.94 3.48 -1.38
N 1.1303 3.8659 1.9927 -0.45 -1.12 1.42
N 1.6646 3.4461 -0.1239 0.65 -0.19 -2.54
H 0.8837 2.8882 2.0505 0.10 0.58 0.54
H 1.1416 4.4871 2.7890 -0.17 -0.42 -0.16
H 1.5734 2.4495 0.0117 -0.21 0.33 0.05
H 1.8759 3.8124 -1.0412 0.05 -0.28 0.05
```
Positions in Å, forces in eV/Å.


(2)
DFT (ωB97M-V/def2-TZVPD) results for a 11-piece molecular cluster, C11H44O11 overall.

Properties
Spin multiplicity ... 1
ΔE to the lowest compared entry with this formula, charge and spin ... 239.8 kJ/mol
SMILES ... CO.CO.CO.CO.CO.CO.CO.CO.CO.CO.CO
HOMO-LUMO gap ... 9.889 eV
E_LUMO ... 0.35 eV

The geometry in XYZ format:
```
66
Properties=species:S:1:pos:R:3:forces:R:3
C 1.0691 -2.4195 -3.0802 1.01 0.44 -0.52
O 1.5430 -2.4526 -1.7415 -0.47 0.01 0.37
H 0.4719 -3.2958 -3.3213 -0.27 0.20 -0.07
H 0.5731 -1.4737 -3.3105 -0.56 -0.26 0.41
H 1.9343 -2.3836 -3.7592 -0.01 -0.41 0.10
H 1.2980 -3.3123 -1.3579 0.35 -0.11 -0.07
C -3.7412 -1.2669 -0.2373 0.70 -1.11 0.11
O -4.3451 -0.0432 -0.5726 -0.43 0.22 0.36
H -2.9298 -1.1341 0.4898 -0.07 0.20 -0.22
H -4.4193 -2.0001 0.2206 -0.35 0.48 -0.10
H -3.3236 -1.7804 -1.1120 0.10 0.21 0.06
H -4.2309 0.1368 -1.5030 0.04 -0.08 -0.17
C -0.1895 -0.0608 0.3317 0.61 1.28 -0.28
O -0.2062 -1.4592 0.4686 -0.38 -0.07 0.15
H 0.7390 0.3880 0.7038 0.14 -0.22 0.09
H -0.2694 0.3045 -0.6961 -0.15 -0.37 -0.16
H -0.9787 0.4527 0.8796 -0.29 -0.56 0.16
H 0.4423 -1.8320 -0.1456 0.08 0.13 -0.18
C -2.5628 2.8078 -1.3319 -0.17 -0.57 0.39
O -1.8238 3.0584 -0.1553 0.82 0.13 -0.10
H -1.9693 2.9828 -2.2291 0.23 0.67 0.26
H -2.7905 1.7434 -1.4176 -0.42 -0.02 0.25
H -3.4710 3.4083 -1.3070 -0.16 -0.07 -0.47
H -2.3404 2.8966 0.6434 -0.19 -0.03 -0.10
C -1.7011 0.2023 -3.6400 0.33 0.92 0.82
O -2.1002 -1.1544 -3.7087 -0.21 0.22 0.10
H -1.1955 0.4538 -2.6978 0.27 -0.65 -0.06
H -1.0116 0.4748 -4.4397 -0.21 -0.07 -0.19
H -2.5215 0.9245 -3.5745 -0.25 -0.28 -0.67
H -3.0480 -1.1616 -3.8627 0.05 -0.19 -0.10
C -0.2635 -4.7195 0.2926 0.06 -0.70 0.34
O 0.9163 -4.9836 -0.4818 0.09 0.72 0.11
H -0.9000 -3.9489 -0.1453 -0.08 -0.23 -0.21
H -0.7631 -5.6805 0.4414 -0.45 0.33 -0.07
H 0.0074 -4.3739 1.2909 0.36 0.06 -0.17
H 0.7262 -5.6751 -1.1172 -0.09 -0.07 -0.05
C 0.4784 -0.9398 3.6291 -0.21 1.30 -0.88
O -0.8319 -1.3038 3.2411 -0.33 -0.33 0.36
H 0.9199 -0.3424 2.8221 0.44 -0.44 -0.10
H 0.4081 -0.1791 4.4110 -0.13 -0.51 0.47
H 1.1306 -1.7645 3.9076 -0.07 -0.10 0.09
H -0.8317 -1.6022 2.3191 0.37 0.04 0.12
C -1.7591 2.0120 3.6579 -0.55 -0.77 -0.52
O -2.5007 2.9848 2.9425 -0.15 0.01 -0.63
H -2.0806 1.0329 3.2916 -0.30 0.10 0.10
H -0.6992 1.9865 3.3889 0.16 0.60 0.56
H -2.0167 2.0492 4.7151 0.58 0.04 0.15
H -2.4522 3.8566 3.3378 0.24 -0.05 0.19
C 2.4454 1.4386 -2.3698 -0.59 0.20 0.13
O 1.7000 1.8441 -3.5134 0.04 -0.13 -0.20
H 1.9900 0.5499 -1.9192 0.29 -0.08 0.02
H 3.5028 1.2792 -2.5920 -0.04 -0.04 0.05
H 2.3280 2.2587 -1.6603 0.24 -0.07 0.04
H 1.6821 1.1099 -4.1347 0.04 0.06 -0.01
C 4.7487 0.5004 0.7706 0.82 0.44 -0.61
O 4.9928 0.9891 2.0764 -0.71 -0.51 0.06
H 3.6969 0.4119 0.4842 -0.08 0.14 0.25
H 5.2507 1.2040 0.0918 -0.31 -0.15 -0.27
H 5.2101 -0.4729 0.5743 -0.02 -0.04 0.40
H 4.1250 1.2362 2.4421 0.41 0.11 0.11
C 1.9024 2.8378 1.8612 -0.53 -0.21 0.43
O 2.6151 2.1598 2.8868 0.75 -0.38 -0.25
H 2.0345 3.9199 1.9178 -0.17 -0.02 0.07
H 2.2669 2.5031 0.8916 0.20 -0.11 0.14
H 0.8563 2.5313 1.9440 -0.10 0.49 -0.32
H 2.2629 2.2855 3.7680 -0.33 0.28 -0.08
```
Positions in Å, forces in eV/Å.


Table of max |F| (eV/A), in record order: 8.7, 1.6